{
  "formula": "CH7N2O3P2",
  "method": "ωB97M-V with the def2-TZVPD basis set",
  "max_force_ev_per_a": 2.252,
  "e_tot_ha": -1060.390325,
  "total_charge": -1,
  "e_homo_ev": -3.80,
  "molar_mass_g_mol": 157.0,
  "orbital_gap_ha": 0.2787,
  "symbols": ["P", "P", "O", "O", "O", "N", "N", "C", "H", "H", "H", "H", "H", "H", "H"],
  "positions_angstrom": [[0.7642, -1.1490, 0.3578], [-1.4565, 0.0862, -0.9396], [1.6971, -0.1832, -0.5351], [-0.5150, 0.5606, -2.2683], [0.7011, -0.3763, 1.8075], [1.4557, -2.5412, 0.5208], [-0.7387, -1.2374, -0.2231], [-1.1073, 1.6085, 0.0677], [-0.1391, 1.6390, 0.5424], [-0.5826, -0.2014, -2.8655], [1.7000, -2.6555, 1.4930], [-1.2272, 2.4730, -0.5667], [-0.2193, -0.4350, 2.0976], [-1.8674, 1.6688, 0.8292], [1.5351, 0.7431, -0.3177]],
  "forces_ev_per_a": [[-0.5, -2.2, 0.0], [-0.8, -0.8, 0.2], [0.3, 0.6, 0.4], [0.0, -0.3, -0.1], [-0.1, 0.5, 0.1], [0.1, 0.1, 0.0], [0.2, 1.7, -0.3], [0.1, -0.2, -0.4], [0.4, 0.1, 0.2], [0.2, 0.4, 0.1], [0.3, -0.2, 0.1], [0.0, 0.3, -0.3], [0.1, 0.1, -0.1], [-0.3, -0.1, 0.4], [-0.1, 0.0, -0.3]],
  "nbo_charge": [2.337, 1.162, -0.996, -1.018, -1.027, -1.404, -1.485, -1.006, 0.200, 0.476, 0.351, 0.219, 0.493, 0.213, 0.486]
}